DFT (ωB97M-V with the def2-TZVPD basis set) results for the ion C6H15N2 with charge +1.

CARTESIAN COORDINATES (ANGSTROEM)
1 C 2.088 -1.847 0.306
2 N 1.956 -0.450 0.687
3 C 1.512 0.455 -0.373
4 C 0.066 0.939 -0.010
5 C -0.884 1.178 -1.149
6 C -2.278 0.798 -0.631
7 C -2.053 0.033 0.662
8 N -0.570 -0.253 0.734
9 H 1.091 -2.260 0.112
10 H 2.710 -2.098 -0.555
11 H 2.386 -2.444 1.162
12 H 2.821 -0.125 1.068
13 H 1.439 -0.061 -1.326
14 H 2.076 1.382 -0.309
15 H 0.107 1.726 0.736
16 H -0.606 0.613 -2.026
17 H -0.794 2.218 -1.466
18 H -2.947 1.630 -0.427
19 H -2.761 0.245 -1.435
20 H -2.601 -0.886 0.845
21 H -2.256 0.653 1.536
22 H -0.047 -0.280 1.566
23 H -0.454 -1.164 0.294

Properties
HOMO energy, Ha: -0.4931
Net charge: +1
SMILES: CNC[C@H]1CCC[NH2+]1
Kohn-Sham gap, eV: 10.6
DFT total energy, eV: -9438.7197

Results of the Löwdin charge analysis, in e, for atoms 1 through 6: number 1, C, carries -0.105; number 2, N, carries -0.132; number 3, C, carries -0.135; number 4, C, carries -0.216; number 5, C, carries -0.128; number 6, C, carries -0.130